Entry 1:
The following is a DFT calculation (wB97M-V/def2-TZVPD) of 7 unconnected molecules or ions with the total composition C34H71BBrN5O13P.

molar mass	879.65	g/mol
total charge	+1
orbital gap	8.247	eV
highest occupied orbital energy	-10.77	eV

Each line ends with the Löwdin charge.
Positions of all 126 atoms, in Å:
C -5.4912 6.1028 3.8729  -0.0224
H 0.2069 -6.2004 5.1811  0.0849
N -0.1747 -2.6069 3.1400  -0.0427
C -2.0088 -1.4590 0.5094  -0.1721
C 0.2206 1.9077 -4.4826  -0.5128
H -5.7218 6.7355 4.7311  0.0859
C 0.2569 -6.3533 -8.4278  -0.0172
Br 4.5744 -2.6394 0.4428  0.3523
O -2.6497 -4.1690 0.8557  -0.0804
H -0.6088 8.9154 -2.4631  0.0852
H 2.1291 4.6008 1.7339  0.0888
C -0.4662 5.7329 1.8950  -0.0177
H -1.1987 -6.4494 -5.2639  0.0768
O 2.9121 -0.7801 -4.3625  0.1737
H -0.5458 -3.5378 -4.9665  0.0535
O 2.9601 -3.0227 6.8603  0.0556
H -0.7762 -2.1261 -1.0975  0.1218
H -2.0961 -4.7052 0.2840  0.0784
O 0.3933 -0.0390 1.2142  -0.0559
H 0.2621 6.4858 1.5853  0.0913
O 4.9098 1.9849 -0.6227  0.0621
H -0.3802 -2.8691 0.4328  0.0858
C 1.8469 -1.4291 -0.2439  -0.4185
H 0.5341 -7.4045 -8.5171  0.0896
C 4.8100 2.5112 -1.7066  -0.4987
C 3.9790 1.8826 -2.7997  -0.0189
H -3.4960 7.5676 -2.2063  0.0859
H -4.5405 -3.4866 0.6075  0.1145
N 1.8389 -1.4746 -1.7266  0.1286
C -0.7782 8.1744 -1.6804  -0.0233
H 1.5342 -2.8405 -5.4968  0.1070
H -3.0760 -1.8768 -1.3407  0.1014
C 5.4946 3.8160 -2.0282  -0.0174
H 1.1534 -3.7200 4.3655  0.1264
N 0.2517 0.0959 -1.0692  0.0110
O -0.6340 3.6587 0.7371  0.0483
C -0.3163 0.6176 -3.8897  -0.0081
H 2.3039 -4.8175 -0.7068  0.0722
C 0.0918 -3.4485 4.3171  -0.1677
C 0.9204 -0.4921 -2.1091  -0.2697
C 0.8976 -0.4269 2.4960  -0.1424
C -4.9084 8.1273 2.3953  -0.0156
O 0.6285 -5.1563 -6.4083  0.0508
H 2.2974 -5.8391 7.9215  0.0905
H -6.4190 5.9140 3.3309  0.0848
H 4.0458 -4.4376 9.3785  0.0856
H 4.5908 1.6774 -3.6789  0.0955
H -1.2353 -2.2350 -5.9169  0.0832
H -3.2470 9.2902 -2.5173  0.0870
H 1.0632 -5.7337 -8.8113  0.0836
C -3.2109 -2.0122 -0.2651  -0.1654
H -1.7642 -4.5011 4.2550  0.1463
C -3.3222 8.5354 -1.7332  -0.0179
H -0.7522 0.1118 -4.7495  0.1266
H -5.8135 8.0121 1.7957  0.0867
O 0.2721 2.0464 -5.6709  0.1445
H 3.5597 0.9487 -2.4347  0.0573
H -4.0589 -1.3850 0.0166  0.1099
H -0.5673 5.7780 2.9796  0.0940
C -0.6582 -1.9169 -0.0275  -0.1112
H -4.1047 8.5135 1.7713  0.0590
H 6.1763 3.6844 -2.8697  0.0889
C -0.0077 -6.0103 -6.9850  -0.4916
C 1.7836 -4.8961 7.7230  -0.0173
C -0.0822 -1.1607 3.3862  -0.1780
H -1.0640 -0.6881 3.3026  0.1202
H -2.0702 -0.3712 0.4748  0.1199
H 1.1619 0.5152 2.9745  0.1284
H -5.0767 5.1597 4.2201  0.0795
C -0.7005 -4.7513 4.2488  -0.4232
C -1.1037 -6.7834 -6.2944  -0.0188
C 0.8742 -1.9706 -5.4314  -0.1027
H 3.3807 -1.4938 -3.9113  0.1276
C 2.7598 -3.7485 7.8082  -0.5011
H -0.6426 -6.1881 -9.0226  0.0893
C 0.0090 4.3717 1.4801  -0.4780
H -1.1310 -6.3708 2.9018  0.0893
H -0.4778 -4.9302 2.0983  0.0460
N 0.7315 -0.2732 -3.3800  0.1510
H -5.1162 8.8369 3.1977  0.0883
H -1.0883 0.7670 -3.1381  0.1482
H 0.2507 -0.9808 4.4130  0.1217
C 1.3381 3.9128 2.0353  -0.0120
O 2.0872 -3.8827 -0.8193  -0.3610
H -2.1085 -1.7692 1.5489  0.1023
H 1.3005 3.8973 3.1253  0.0906
H 1.4142 -2.3688 -1.9981  0.1298
C -3.6019 -3.4676 0.0568  -0.2280
H -0.1854 -2.9181 5.2250  0.1251
H -0.0578 2.0062 -0.5092  0.0729
H 4.7553 4.5697 -2.3046  0.0854
H 3.1695 2.5525 -3.0899  0.0730
H 2.5843 -0.7033 0.1067  0.0954
H 1.5697 2.9132 1.6702  0.0595
H 1.8271 -1.0020 2.4110  0.1120
H -4.1597 8.7745 -1.0828  0.0766
H 0.8770 3.5938 -4.1451  0.1449
C -2.0470 8.4960 -0.9256  -0.5001
H -0.8747 -7.8497 -6.3084  0.0888
C -0.4199 -5.5496 2.9908  -0.0462
H -3.7782 -4.0256 -0.8654  0.1135
H -2.0513 -6.6335 -6.8136  0.0890
H 1.3440 -4.9164 6.7318  0.0430
C 0.4561 -0.8822 0.1239  -0.4222
H 2.7440 -3.3720 9.9184  0.0860
C -4.4983 6.7957 2.9717  -0.4887
H -0.9700 -2.0188 -4.1918  0.0549
H 1.5497 1.5397 -0.4782  0.0973
H 0.5516 -2.8314 2.4736  0.0162
H 0.9018 -1.4915 -6.4136  0.1292
P 2.3849 -3.0248 0.5379  0.5923
H 0.5841 -5.9896 3.0333  0.0851
C -0.5528 -2.4590 -5.0998  -0.0931
H 4.1403 -2.6926 9.0528  0.0806
N 0.6579 1.4397 -0.9454  0.1487
H 0.9886 -4.7716 8.4596  0.0943
B 1.5709 -1.0219 -4.4233  -0.4717
H -1.4276 5.9548 1.4484  0.0581
H -0.8637 7.1929 -2.1504  0.0806
O 0.5968 2.8291 -3.6125  0.1238
O -2.0392 8.7077 0.2625  0.0677
O -3.4195 6.3098 2.7210  0.0616
O -0.4124 -5.5042 5.4228  -0.0495
C 3.4710 -3.5461 9.1237  -0.0243
H 6.0533 4.1593 -1.1616  0.0843
H 0.0646 8.1763 -0.9937  0.0768


Entry 2:
The following is a DFT calculation (wB97M-V/def2-TZVPD) of a molecular structure, C4H9LiO4Pm.

molar mass	273.05	g/mol
total charge	+1
orbital gap (alpha / beta)	7.037 / 7.016	eV
2S+1	5
highest occupied orbital energy (alpha / beta)	-10.91 / -10.86	eV
expectation value of S²	6.01

Each line ends with the Löwdin charge.
Positions of all 19 atoms, in Å:
C 1.3426 -0.7052 -1.6637  -0.3651
Li -1.9820 1.5069 -0.1552  0.7581
C 2.1803 -1.3472 -0.5987  -0.2073
H 1.6093 -1.3249 2.6839  0.0997
C 0.5935 1.5787 -1.7951  -0.3656
H 1.9772 -2.8595 1.8274  0.1066
O 1.7027 0.6951 -1.7741  -0.1472
O -0.2345 1.4455 -0.7103  -0.4373
H 1.0398 2.5900 -1.8545  0.1427
H -2.9175 -0.9499 0.2216  0.0865
C 2.0836 -1.7634 1.7989  -0.0634
H 3.1657 -0.8726 -0.4352  0.1437
H 3.1554 -1.5118 1.7898  0.1085
H 2.3270 -2.4203 -0.8018  0.1362
Pm -0.4799 -0.5154 -0.1830  1.5963
O 1.4476 -1.2311 0.6605  -0.4081
O -2.1874 -0.3068 0.1469  -0.4181
H 0.0321 1.3841 -2.7369  0.1336
H 1.4849 -1.1849 -2.6435  0.1000


Entry 3:
The following is a DFT calculation (wB97M-V/def2-TZVPD) of 2 unconnected molecules or ions with the total composition C3H6N2.

molar mass	70.09	g/mol
orbital gap (alpha / beta)	5.976 / 5.374	eV
highest occupied orbital energy (alpha / beta)	-6.22 / -5.91	eV
relative energy (zero: lowest compared OMol25 entry of this formula, charge and spin)	376.49	kJ/mol

Each line ends with the Löwdin charge.
Positions of all 11 atoms, in Å:
H -2.5748 1.6773 -1.9334  0.0109
C 0.8725 -0.6383 1.5659  -0.0003
H -1.0417 2.3465 -2.7046  0.0095
C -0.7861 1.1508 -1.0003  -0.4379
N 1.2089 -1.8532 1.1320  0.0906
H 0.4815 -2.5469 1.0684  0.1146
C -1.5099 1.8157 -1.8955  -0.1091
N -0.1956 0.3257 -0.3771  0.0459
H 1.5972 0.1542 1.5200  0.0790
H 1.9596 -1.9257 0.4647  0.1152
H -0.0115 -0.5062 2.1599  0.0816


Taking the records one at a time from the top gives E values of -5530.08178; -1074.35489; -227.28143 Ha.